Molecular formula: C43H44Cl3F6N2NdO2P2S3
Method: DFT, wB97M-V/def2-TZVPD

Last column: Mulliken spin population.
Geometry (Å):
Nd (0.20620, 0.23140, -0.40650)  3.044
S (-1.42870, -1.32360, 1.56570)  -0.004
P (-2.42070, 0.41320, 1.26880)  -0.002
C (-1.65440, 1.74240, 0.47520)  -0.006
P (-0.48690, 2.47790, 1.52150)  0.002
S (1.32860, 1.61990, 1.79030)  -0.008
C (-0.20080, 4.09140, 0.73910)  0.001
C (-1.32140, 4.83340, 0.38090)  -0.001
C (-1.16940, 6.05110, -0.25090)  0.000
C (0.10080, 6.52560, -0.53690)  0.000
C (1.21550, 5.78790, -0.17930)  0.000
C (1.06860, 4.57990, 0.48270)  -0.001
C (-0.94190, 2.93840, 3.22820)  0.001
C (-1.25410, 4.23120, 3.62440)  0.000
C (-1.54330, 4.48410, 4.95360)  0.000
C (-1.53800, 3.45360, 5.87710)  -0.001
C (-1.25240, 2.15820, 5.47630)  0.000
C (-0.94540, 1.90390, 4.15620)  0.001
C (-3.76890, -0.06940, 0.13620)  -0.001
C (-3.67600, 0.29970, -1.19820)  0.001
C (-4.59340, -0.18220, -2.11430)  0.000
C (-5.63250, -0.99470, -1.69430)  0.001
C (-5.75690, -1.31900, -0.35210)  0.000
C (-4.81380, -0.88230, 0.56100)  0.002
C (-3.38890, 0.78790, 2.76630)  0.001
C (-3.41490, -0.01180, 3.89730)  -0.001
C (-4.19610, 0.35890, 4.97690)  0.000
C (-4.94700, 1.52090, 4.92370)  0.000
C (-4.91270, 2.32680, 3.79630)  0.000
C (-4.13200, 1.96070, 2.71900)  -0.001
H (-2.29980, 4.44120, 0.61630)  0.000
H (-2.03540, 6.63200, -0.53200)  0.000
H (0.22230, 7.48050, -1.02510)  0.000
H (2.20480, 6.15030, -0.41650)  0.000
H (1.93520, 4.01710, 0.80530)  0.001
H (-1.25510, 5.03910, 2.90550)  0.000
H (-1.76070, 5.49480, 5.27090)  0.000
H (-1.74640, 3.65810, 6.91580)  0.000
H (-1.25860, 1.34670, 6.18970)  0.000
H (-0.68650, 0.90430, 3.81900)  0.001
H (-2.87590, 0.97420, -1.49330)  -0.005
H (-4.49680, 0.06720, -3.16060)  0.000
H (-6.34840, -1.37460, -2.40920)  0.000
H (-6.59470, -1.91540, -0.02070)  0.000
H (-4.89010, -1.16350, 1.60460)  0.000
H (-2.82330, -0.91650, 3.92160)  0.000
H (-4.22140, -0.26370, 5.86170)  0.000
H (-5.56480, 1.79630, 5.76590)  0.000
H (-5.49830, 3.23550, 3.76210)  0.000
H (-4.07550, 2.57630, 1.83120)  0.001
Cl (-0.05390, -5.29530, -5.55890)  0.000
C (0.35780, -4.17400, -4.31250)  0.001
C (-0.58090, -3.24150, -3.89720)  -0.001
C (-0.23900, -2.35010, -2.90400)  -0.002
Cl (-1.35070, -1.14300, -2.36970)  -0.001
C (1.01310, -2.34460, -2.24260)  0.001
O (1.28800, -1.53600, -1.28590)  -0.007
C (1.90980, -3.33370, -2.71590)  0.001
Cl (3.44950, -3.41500, -1.94400)  0.000
C (1.61740, -4.21510, -3.73410)  -0.001
H (-1.56370, -3.20740, -4.33620)  0.000
H (2.35350, -4.92640, -4.07560)  0.000
C (-3.24990, 3.56870, -2.42490)  0.000
S (-1.58460, 2.83890, -2.63360)  0.000
C (-1.79470, 2.20530, -4.32560)  0.000
H (-3.22630, 4.61630, -2.70210)  0.000
H (-3.52080, 3.46300, -1.38210)  0.000
H (-3.96360, 3.03510, -3.04040)  0.000
H (-2.59400, 1.47130, -4.34750)  0.000
H (-0.86380, 1.72540, -4.59840)  0.000
H (-2.01140, 3.02620, -5.00280)  0.000
C (2.64820, -2.19130, 3.72750)  0.000
C (1.54360, -1.46880, 2.93410)  0.001
N (1.74640, -1.67670, 1.50850)  -0.008
C (1.49170, -3.07200, 1.19070)  0.001
C (2.31130, -3.98130, 2.13040)  0.000
N (3.32450, -3.12890, 2.79800)  0.000
C (4.08530, -2.36340, 1.78170)  0.000
C (3.11650, -1.34560, 1.15050)  -0.002
H (2.23880, -2.74900, 4.57160)  0.000
H (3.38830, -1.48500, 4.10460)  0.000
H (1.55920, -0.39380, 3.13140)  0.000
H (0.55040, -1.84330, 3.18450)  -0.001
H (1.77480, -3.24030, 0.15320)  0.000
H (0.42180, -3.26310, 1.29260)  0.000
H (2.81940, -4.77060, 1.57470)  0.000
H (1.68390, -4.43740, 2.89770)  0.000
H (3.96630, -3.72040, 3.32720)  0.000
H (4.46200, -3.06410, 1.03670)  0.000
H (4.92870, -1.87170, 2.26490)  0.000
H (3.20400, -1.37730, 0.06410)  0.001
H (3.31250, -0.32760, 1.49130)  0.000
C (1.92420, 3.36250, -3.15600)  0.001
C (1.98520, 1.93110, -2.58580)  0.007
O (0.87110, 1.53320, -1.96610)  -0.012
C (2.30780, 0.90990, -3.71910)  -0.001
F (3.13150, 1.36810, -4.67590)  0.000
F (2.86540, -0.22300, -3.25720)  0.000
F (1.18370, 0.53300, -4.33930)  0.000
C (3.18950, 1.83450, -1.59290)  -0.002
F (4.38420, 1.57800, -2.14830)  0.000
F (3.35830, 2.92390, -0.84560)  0.000
F (2.96090, 0.81250, -0.71680)  0.000
H (1.17840, 3.39630, -3.94630)  0.000
H (2.89280, 3.67960, -3.53790)  0.000
H (1.59600, 4.01900, -2.35170)  0.000

Properties
gap between HOMO and LUMO (alpha / beta) = 0.2299 / 0.2308 Ha
E_tot = -172617.5692 eV
E_HOMO (alpha / beta) = -7.02 / -7.04 eV
energy relative to the best compared isomer or geometry (same formula, charge and spin) = 0.00 kcal per mole
2S+1 = 4
expectation value of S² = 3.7527
E_LUMO (alpha / beta) = -0.76 / -0.76 eV

---

Molecular formula: C40H54Cl2F10N2O8S2
Method: DFT, wB97M-V/def2-TZVPD

Last column: Mulliken charge in e.
Geometry (Å):
C (5.60828, 4.09117, 3.50937)  -0.506
O (6.19413, 3.19431, 2.51946)  -0.440
C (5.29894, 2.06373, 2.31227)  -0.572
C (4.25804, 2.43632, 1.11928)  -0.622
C (2.74032, 2.11641, 1.58844)  -0.363
C (1.92481, 1.61336, 0.27337)  0.811
C (1.70370, 2.59542, -0.94350)  0.405
C (2.22808, 4.11929, -0.93462)  -0.723
C (1.48270, 4.85287, 0.30016)  -0.567
C (0.54127, 6.08199, -0.12615)  -0.857
S (1.41900, 7.72030, 0.07682)  1.164
O (0.88929, 8.47945, 1.28096)  -0.597
O (2.92481, 7.52682, 0.16632)  -0.572
O (1.02001, 8.64092, -1.30133)  -0.467
C (0.93981, 2.08316, -2.22218)  0.490
C (0.70849, 2.99311, -3.51689)  -1.179
C (2.09308, 3.33149, -4.29260)  0.697
O (3.21626, 3.16412, -3.77958)  -0.433
F (2.08204, 3.84184, -5.64569)  -0.258
C (0.40795, 0.62861, -2.20402)  0.312
C (0.61399, -0.34171, -0.97441)  -1.983
C (1.39898, 0.14460, 0.29463)  0.001
C (1.60704, -0.91311, 1.47691)  -0.586
O (2.73994, -1.74820, 1.13313)  -0.326
C (3.94985, -1.32231, 1.80267)  -0.294
N (0.08816, -1.75537, -0.95406)  1.427
C (0.95703, -2.58575, -1.81123)  0.397
Cl (2.46556, -1.92234, -2.66443)  -0.156
C (0.78658, -3.99326, -2.05104)  0.221
C (1.79735, -4.83002, -3.00673)  -1.134
Cl (-0.55664, -4.94280, -1.29223)  -0.136
C (-1.32932, -1.72588, -1.36128)  -0.345
C (-1.86109, -1.02849, -2.67683)  0.510
C (-3.33765, -1.00507, -3.12466)  -0.646
C (-4.44842, -1.67673, -2.28033)  -0.708
C (-3.98016, -2.34337, -0.92478)  0.652
N (-5.07559, -2.93713, -0.10612)  -0.549
C (-2.46877, -2.37202, -0.47711)  -0.349
C (-2.06618, -3.03233, 0.92096)  -0.389
C (-2.72196, -4.46432, 1.21506)  -0.718
C (-1.96477, -5.04306, 2.53241)  0.656
F (-2.49514, -6.37458, 2.71263)  -0.330
F (-0.55593, -5.24024, 2.27523)  -0.307
C (-2.19127, -4.11411, 3.83965)  0.664
F (-1.10157, -3.18518, 4.00381)  -0.276
F (-3.36399, -3.28107, 3.72465)  -0.298
C (-2.38061, -4.94653, 5.20068)  0.482
F (-3.62084, -5.67446, 5.24475)  -0.269
F (-1.32651, -5.89276, 5.28222)  -0.272
C (-2.34557, -4.06487, 6.54246)  0.553
F (-2.71264, -4.95637, 7.60925)  -0.251
F (-3.30803, -3.02183, 6.57833)  -0.210
F (-1.08891, -3.50940, 6.85125)  -0.222
S (-0.50089, -0.16999, -3.63952)  -0.280
H (4.60117, 4.50808, 3.14450)  0.145
H (5.46416, 3.57890, 4.52323)  0.261
H (6.31920, 4.99732, 3.57118)  0.266
H (4.75679, 1.80253, 3.30442)  0.289
H (5.95728, 1.15444, 2.06893)  0.279
H (4.44099, 3.52753, 0.84159)  0.407
H (4.49059, 1.70544, 0.25855)  0.394
H (2.20798, 3.00411, 2.07270)  0.241
H (2.81805, 1.30040, 2.38960)  0.335
H (3.36828, 4.10828, -0.84949)  0.291
H (1.97260, 4.69702, -1.88744)  0.395
H (0.80337, 4.10574, 0.86469)  0.424
H (2.27631, 5.20473, 1.05516)  0.114
H (-0.33802, 6.09357, 0.62682)  0.347
H (0.06872, 5.95245, -1.16513)  0.470
H (0.18327, 8.22389, -1.63506)  0.394
H (-0.03381, 2.56086, -4.26786)  0.448
H (0.25447, 4.00110, -3.16897)  0.192
H (1.67660, -0.44162, 2.52441)  0.535
H (0.69209, -1.61524, 1.51266)  -0.485
H (4.20260, -0.25680, 1.47635)  -0.097
H (3.83940, -1.44477, 2.94550)  0.252
H (4.86446, -1.96978, 1.51271)  0.304
H (1.93251, -4.25704, -4.00088)  0.346
H (2.78979, -5.06864, -2.49623)  0.268
H (1.25190, -5.80680, -3.30282)  0.326
H (-3.64342, -0.48091, -4.09502)  0.297
H (-5.55730, -1.69541, -2.59213)  0.176
H (-5.99450, -2.73534, -0.55061)  0.318
H (-5.09602, -2.36616, 0.76088)  0.263
H (-0.91916, -3.19293, 0.87959)  0.226
H (-2.24946, -2.24190, 1.73269)  0.473
H (-3.83150, -4.39065, 1.53938)  0.316
H (-2.70377, -5.19766, 0.34273)  0.509
C (5.08350, 2.26349, -11.22339)  -1.015
C (3.67062, 2.26961, -10.66946)  -0.316
O (3.57179, 1.72361, -9.35886)  -0.427
C (4.32173, 2.38044, -8.34455)  -0.322
C (3.93885, 3.83647, -8.15069)  -0.973
H (5.48745, 1.24823, -11.23358)  0.286
H (5.09298, 2.65505, -12.24460)  0.383
H (5.75915, 2.87879, -10.62549)  0.262
H (3.03728, 1.64959, -11.30994)  0.324
H (3.23924, 3.27571, -10.69187)  0.297
H (5.39417, 2.27653, -8.54278)  0.265
H (4.12711, 1.83839, -7.41522)  0.307
H (4.12359, 4.43029, -9.04892)  0.315
H (4.51737, 4.27662, -7.33476)  0.387
H (2.87540, 3.92329, -7.91520)  0.232
C (-6.65490, -4.64622, 6.50837)  -0.592
C (-7.21333, -3.46638, 5.73471)  -0.326
O (-8.49674, -3.04664, 6.18551)  -0.441
C (-8.57914, -2.61703, 7.53804)  -0.325
C (-7.68681, -1.43024, 7.85522)  -0.873
H (-7.33990, -5.49625, 6.45996)  0.330
H (-5.69028, -4.94957, 6.09413)  -0.012
H (-6.50305, -4.40778, 7.56331)  0.252
H (-7.33442, -3.75617, 4.68714)  0.317
H (-6.51687, -2.62129, 5.74146)  0.272
H (-8.37574, -3.45603, 8.21238)  0.283
H (-9.62032, -2.33075, 7.70908)  0.343
H (-6.62965, -1.66443, 7.71140)  0.139
H (-7.82145, -1.11994, 8.89449)  0.381
H (-7.92627, -0.58678, 7.20166)  0.280

Properties
gap between HOMO and LUMO = 0.2931 Ha
E_tot = -135589.6708 eV
E_HOMO = -8.38 eV
E_LUMO = -0.40 eV

---

Molecular formula: C4F12O12S4Sn
Method: DFT, wB97M-V/def2-TZVPD

Last column: Mulliken charge in e.
Geometry (Å):
Sn (15.53338, -18.63360, 7.32993)  1.510
C (15.03696, -23.97176, 8.66613)  0.577
F (16.23020, -24.53156, 8.22232)  -0.217
F (14.29135, -23.58714, 7.62362)  -0.185
F (14.46972, -24.76948, 9.58744)  -0.204
S (15.47967, -22.40849, 9.59031)  1.109
O (15.32884, -21.22419, 8.74266)  -0.556
O (14.43417, -22.29273, 10.66410)  -0.729
O (16.84100, -22.54471, 10.14959)  -0.685
C (15.33745, -13.28233, 7.04165)  0.547
F (14.25731, -13.70642, 7.60385)  -0.224
F (15.13016, -12.07891, 6.48606)  -0.223
F (16.33945, -13.19648, 7.93924)  -0.230
S (15.87832, -14.68588, 5.68516)  0.978
O (17.18788, -14.25682, 5.07926)  -0.579
O (15.89535, -15.95619, 6.41463)  -0.511
O (14.77719, -14.74723, 4.76031)  -0.696
C (16.86433, -22.83808, 4.27529)  0.439
F (16.02649, -23.23591, 5.25325)  -0.173
F (17.67913, -23.83330, 3.79885)  -0.206
F (16.10097, -22.22498, 3.32434)  -0.227
S (18.03873, -21.56437, 5.08853)  1.050
O (18.78913, -20.80456, 4.00668)  -0.634
O (17.15882, -20.73593, 5.96502)  -0.433
O (18.93548, -22.41974, 5.80667)  -0.668
C (20.79713, -16.92148, 7.08726)  0.543
F (21.75695, -16.91800, 6.22052)  -0.231
F (21.13761, -17.79017, 7.99081)  -0.233
F (20.62862, -15.69568, 7.61971)  -0.225
S (19.29631, -17.58158, 6.07824)  1.160
O (19.88409, -18.60298, 5.13803)  -0.617
O (18.41083, -18.14251, 7.10651)  -0.611
O (18.83858, -16.39905, 5.29422)  -0.615

Properties
gap between HOMO and LUMO = 0.1846 Ha
E_tot = -110499.0219 eV
charge = -2
E_HOMO = -3.89 eV
energy relative to the best compared isomer or geometry (same formula, charge and spin) = 103.98 kcal per mole
E_LUMO = 1.13 eV

---

Molecular formula: C11H15NO3
Method: DFT, wB97M-V/def2-TZVPD

Last column: Mulliken charge in e.
Geometry (Å):
C (0.50317, 1.57404, 1.61143)  -0.670
C (0.50072, 0.08439, 1.23286)  0.092
C (-0.26102, 2.41574, 0.97534)  0.143
C (-1.27893, 3.10330, 0.54724)  -0.758
C (-4.48380, -1.68852, -0.46129)  -0.907
C (-3.31118, -1.30749, 0.04495)  0.008
C (-2.21917, -0.88116, -0.85376)  -0.327
C (0.01681, 0.06433, -1.01900)  -1.060
C (1.24372, -0.14768, -0.09250)  1.177
C (2.84038, -1.87676, 0.80537)  -0.829
C (2.77526, 1.00009, -1.49645)  -0.928
N (-0.99736, -0.53977, -0.39214)  0.502
O (-0.77049, -0.58173, 0.97377)  -0.385
O (1.78518, -1.47005, -0.12698)  -0.466
O (2.30278, 0.78653, -0.16237)  -0.349
H (1.33931, 1.81984, 2.32070)  0.366
H (0.94184, -0.40867, 2.07244)  0.376
H (-2.16956, 3.12484, 1.10270)  0.293
H (-1.24590, 3.60732, -0.42458)  0.238
H (-5.44746, -2.02742, 0.06409)  0.219
H (-4.61302, -1.80622, -1.48026)  0.274
H (-3.20064, -1.30421, 1.11503)  0.291
H (-2.52755, -0.75324, -1.80896)  0.415
H (0.07417, 0.40584, -2.05874)  0.399
H (2.42868, -2.35031, 1.71697)  0.293
H (3.47245, -1.12637, 1.22696)  0.359
H (3.44129, -2.61359, 0.18764)  0.276
H (3.84797, 1.18602, -1.40919)  0.323
H (2.25846, 1.70769, -2.15457)  0.279
H (2.75389, 0.00324, -2.05666)  0.358

Properties
gap between HOMO and LUMO (alpha / beta) = 0.2657 / 0.2657 Ha
E_tot = -19274.7010 eV
E_HOMO (alpha / beta) = -6.74 / -6.74 eV
energy relative to the best compared isomer or geometry (same formula, charge and spin) = 191.65 kcal per mole
E_LUMO (alpha / beta) = 0.49 / 0.49 eV